Record 1
ORCA calculation (ωB97M-V/def2-TZVPD) on 2 unconnected molecules or ions with the total composition C10H7N2O3S in a non-equilibrium geometry.

Computed properties:
Charge = -1
Orbital gap (alpha / beta) = 6.03 / 4.92 eV
Max |F| = 0.0985 Eh/bohr
Multiplicity = 3
HOMO (alpha / beta) = -3.1536 / -4.3681 eV
Molar mass = 235.24 g/mol

CARTESIAN COORDINATES (ANGSTROEM)
C: -0.91047 -0.85132 -1.85263
C: 0.39495 -0.54766 -1.41517
C: -1.60340 -1.84595 -1.22898
C: -0.06562 -2.10364 0.39765
C: 0.79172 -1.12189 -0.23441
C: 0.12955 1.79543 0.47776
C: -1.38589 1.65821 0.54526
C: -0.30110 0.34528 2.08608
C: 0.91607 2.64157 -0.18224
C: 2.00708 -0.77238 0.46408
N: -1.21235 -2.43942 -0.10709
N: 0.61241 1.08373 1.49299
O: -2.19292 2.19389 -0.17961
O: -0.38364 -0.54426 2.86647
O: -1.69206 0.87013 1.55654
S: 3.28871 -0.24916 -0.39391
H: -1.37079 -0.48559 -2.73172
H: 0.95250 0.11581 -1.88265
H: -2.53310 -2.22121 -1.45153
H: 0.11298 -2.68112 1.32534
H: 1.96277 2.77933 -0.00599
H: 0.52406 3.22393 -1.09917
H: 1.95853 -0.84371 1.55294

These are the Löwdin partial charges, in e, on atoms 1 to 8:
1. C -0.04
2. C -0.05
3. C -0.17
4. C -0.11
5. C -0.32
6. C -0.36
7. C -0.49
8. C -0.51

Record 2
ORCA calculation (ωB97M-V/def2-TZVPD) on a molecular structure, C10H7N3O6Pm in a non-equilibrium geometry.

Computed properties:
Charge = +3
Orbital gap (alpha / beta) = 7.14 / 7.22 eV
Max |F| = 0.1195 Eh/bohr
Multiplicity = 5
HOMO (alpha / beta) = -19.8747 / -19.8774 eV
Molar mass = 410.18 g/mol

CARTESIAN COORDINATES (ANGSTROEM)
O: 0.77015 4.40669 -3.15589
C: 0.49257 3.32468 -2.91927
Pm: -0.57413 0.34474 -1.64867
O: 0.47880 -0.41667 -5.21109
C: 0.05151 -0.05311 -4.20664
C: -0.00268 -2.08104 -2.19546
O: 0.34560 -3.11825 -2.56158
C: -2.80616 -0.40799 -2.72006
O: -3.78856 -0.75542 -3.20796
C: 1.88448 0.00592 -2.22972
O: 2.97445 -0.21660 -2.53879
C: -1.71178 1.57173 2.93459
N: -0.71448 0.63636 2.39113
C: 0.05380 -0.13626 3.22621
C: 0.96280 -1.00259 2.68910
C: 1.08460 -1.08217 1.28785
N: 0.28408 -0.33726 0.47425
C: -0.59895 0.51493 1.05881
O: -1.33355 1.23024 0.25805
N: 1.95943 -1.87269 0.65796
H: -2.45856 1.03024 3.52773
H: -2.18906 2.06029 2.08623
H: -1.22142 2.31481 3.57350
H: -0.13607 0.01724 4.28783
H: 1.59729 -1.62441 3.30711
H: 2.57555 -2.46994 1.19445
H: 2.02028 -1.88349 -0.35967

These are the Löwdin partial charges, in e, on atoms 1 to 8:
1. O 0.14
2. C 0.04
3. Pm 1.58
4. O 0.22
5. C -0.05
6. C -0.04
7. O 0.23
8. C 0.02

Record 3
ORCA calculation (ωB97M-V/def2-TZVPD) on a molecular structure, C10H7NO in a non-equilibrium geometry.

Computed properties:
Orbital gap = 8.90 eV
Energy above the lowest of the compared OMol25 structures with the same formula, charge and spin = 2.5220 eV
Max |F| = 0.1299 Eh/bohr
Multiplicity = 1
HOMO = -8.9571 eV
Molar mass = 157.17 g/mol

CARTESIAN COORDINATES (ANGSTROEM)
C: 2.61256 -1.16095 0.22087
C: 1.66467 0.06032 0.08609
C: 1.22901 2.34770 -0.07284
C: -0.15058 2.16341 -0.11362
C: -0.65081 0.86007 -0.11803
C: -2.04849 0.60118 -0.16060
C: -2.47791 -0.67911 -0.14918
C: -1.60038 -1.77579 -0.01469
C: -0.29089 -1.50908 -0.04964
C: 0.24835 -0.25807 -0.04704
H: 2.45311 -1.74212 1.12965
H: 2.02478 3.21445 0.00260
H: -0.63829 3.02715 -0.29396
H: -2.67933 1.40062 -0.16478
H: -3.57375 -0.91446 -0.08788
H: -2.08030 -3.05522 0.06887
H: 0.48375 -2.33793 0.27889
N: 2.15291 1.29790 0.06600
O: 3.32160 -1.54009 -0.58071

These are the Löwdin partial charges, in e, on atoms 1 to 8:
1. C -0.27
2. C -0.15
3. C -0.09
4. C -0.02
5. C -0.15
6. C -0.03
7. C -0.10
8. C -0.10